C35H34I2NO5SSe2SmTe as an isolated structure at a distorted geometry, computed with the ωB97M-V functional and the def2-TZVPD basis.

```
82
Properties=species:S:1:pos:R:3
Sm 0.342 0.087 0.484
C -0.834 3.479 3.645
Se -1.074 2.884 1.803
C 0.173 4.185 0.982
C -0.010 4.273 -0.493
Se -0.129 2.484 -1.385
C -2.095 2.481 -1.575
H 0.193 3.313 3.947
H -1.520 2.897 4.261
H -1.111 4.531 3.706
H 1.169 3.811 1.256
H -0.021 5.135 1.485
H 0.798 4.765 -1.043
H -0.938 4.789 -0.741
H -2.358 3.292 -2.257
H -2.571 2.623 -0.609
H -2.402 1.523 -1.998
I 0.109 -2.754 -0.607
O -3.547 -1.708 -1.168
C -3.886 -1.966 0.140
C -4.958 -2.830 0.358
C -5.318 -3.148 1.665
C -4.621 -2.614 2.753
C -3.547 -1.766 2.540
C -3.158 -1.414 1.223
C -2.045 -0.598 1.024
O -1.147 -0.482 2.015
O -1.831 0.012 -0.116
H -2.794 -1.079 -1.106
H -5.482 -3.250 -0.491
H -6.144 -3.821 1.843
H -4.916 -2.861 3.759
H -2.995 -1.366 3.378
O 2.876 -0.423 8.296
C 1.765 -0.085 7.557
O 0.674 -0.012 8.117
C 1.962 0.196 6.109
C 0.800 0.291 5.324
C 0.896 0.671 4.005
C 2.156 0.976 3.411
S 2.323 1.583 1.807
C 3.314 0.815 4.209
C 3.213 0.438 5.551
H 3.681 -0.523 7.750
H -0.158 0.098 5.778
H -0.004 0.788 3.414
H 4.278 1.031 3.768
H 4.132 0.358 6.126
Te -0.099 -0.217 -2.914
C 0.153 -1.685 -4.482
C -0.936 -2.502 -4.861
C -0.814 -3.342 -5.963
C 0.379 -3.381 -6.699
C 1.464 -2.603 -6.298
C 1.358 -1.753 -5.190
C -0.261 1.270 -4.457
C -1.508 1.475 -5.075
C -1.637 2.454 -6.067
C -0.541 3.231 -6.445
C 0.700 3.013 -5.840
C 0.852 2.030 -4.858
H -1.854 -2.438 -4.291
H -1.667 -3.945 -6.246
H 0.470 -4.017 -7.566
H 2.405 -2.630 -6.830
H 2.179 -1.130 -4.860
H -2.354 0.869 -4.765
H -2.610 2.616 -6.516
H -0.659 4.004 -7.195
H 1.568 3.602 -6.117
H 1.814 1.849 -4.388
I 5.939 -2.921 -0.508
C 4.354 -2.615 0.792
C 4.215 -3.377 1.984
C 3.128 -3.094 2.824
C 2.230 -2.111 2.464
N 2.333 -1.399 1.316
C 3.395 -1.643 0.506
H 4.939 -4.150 2.190
H 2.959 -3.637 3.742
H 1.387 -1.894 3.115
H 3.483 -1.041 -0.399
```

Computed properties:
Highest occupied orbital energy (spin up / spin down)   -0.279 / -0.280 hartree
2S+1   6
Lowest unoccupied orbital energy (spin up / spin down)   -0.0111 / -0.0076 Ha
Molar mass   1270.41 g/mol
Energy above the lowest of the compared OMol25 structures with the same formula, charge and spin   0.00 kJ/mol
F_max   0.059 hartree/bohr
HOMO-LUMO gap (spin up / spin down)   7.3 / 7.4 eV